(1)
Here is C17H12CsN5O7S as an isolated structure at a distorted geometry from the Open Molecules 2025 dataset. Energies are from ωB97M-V/def2-TZVPD.

Calculated values
**LUMO energy**: 4.02 eV

Geometry as ORCA input:
```
! wB97M-V def2-TZVPD RIJCOSX def2/J DEFGRID3
* xyz -2 1
Cs 1.149 1.539 -1.475
O 5.334 3.919 3.630
C 4.745 3.345 2.497
C 5.071 2.099 1.943
C 4.348 1.663 0.861
N 3.370 2.426 0.369
C 3.029 3.574 0.881
C 3.742 4.127 1.933
C 1.991 4.470 0.207
O 1.107 4.040 -0.565
O 2.241 5.709 0.457
C 4.712 0.336 0.273
O 5.876 -0.018 0.633
O 3.985 -0.220 -0.581
H 5.662 3.233 4.236
H 5.943 1.495 2.286
H 3.546 5.114 2.334
N -6.140 -2.101 1.952
C -5.244 -1.728 1.040
C -4.030 -1.119 1.409
C -3.271 -0.424 0.503
C -3.586 -0.611 -0.851
C -4.637 -1.447 -1.277
C -5.506 -1.937 -0.331
S -2.376 0.007 -1.967
O -2.205 1.425 -1.711
O -2.591 -0.460 -3.295
N -1.068 -0.610 -1.144
C -0.427 -1.688 -1.497
N -1.097 -2.855 -1.760
C -0.380 -3.880 -2.210
C 1.012 -3.815 -2.436
C 1.629 -2.561 -2.062
N 0.927 -1.523 -1.624
H -5.905 -1.911 2.914
H -6.955 -2.644 1.665
H -3.729 -1.111 2.449
H -2.385 0.137 0.784
H -4.785 -1.663 -2.383
H -6.390 -2.472 -0.680
H -1.001 -4.743 -2.390
H 1.584 -4.604 -2.954
H 2.706 -2.513 -2.066
*
```

***

(2)
Here is C17H12F3N2O5Pt as an isolated structure at a distorted geometry from the Open Molecules 2025 dataset. Energies are from ωB97M-V/def2-TZVPD.

Calculated values
**LUMO energy**: 2.77 eV

Geometry as ORCA input:
```
! wB97M-V def2-TZVPD RIJCOSX def2/J DEFGRID3
* xyz -1 1
Pt -0.131 -0.354 -1.001
C -4.151 0.226 -2.222
O -4.812 -0.438 -1.142
C -4.138 -0.656 0.026
C -4.914 -0.717 1.169
C -4.354 -0.942 2.424
C -2.987 -1.074 2.531
C -2.170 -1.032 1.394
C -0.734 -1.126 1.621
N 0.171 -1.218 0.713
N 1.498 -1.261 1.148
C 2.273 -0.728 0.236
O 1.898 -0.271 -0.910
C 3.732 -0.662 0.536
C 4.619 -0.304 -0.474
C 5.978 -0.219 -0.212
C 6.461 -0.479 1.063
C 5.577 -0.833 2.075
C 4.219 -0.926 1.814
C -2.737 -0.861 0.099
O -2.037 -0.962 -1.007
H -4.953 0.624 -2.843
H -3.533 -0.460 -2.795
H -3.521 1.041 -1.868
H -5.981 -0.570 1.053
H -4.986 -0.996 3.301
H -2.522 -1.214 3.501
H -0.381 -1.093 2.649
H 4.220 -0.089 -1.456
H 6.663 0.051 -1.007
H 7.522 -0.406 1.268
H 5.949 -1.037 3.071
H 3.518 -1.199 2.590
F -1.961 2.914 -3.634
C -1.029 3.337 -2.767
F -0.132 4.057 -3.472
F -1.636 4.181 -1.917
C -0.327 2.190 -2.003
O -0.578 1.023 -2.476
O 0.405 2.482 -1.075
*
```

***

(3)
Here is C17H12IN5O3Sn as an isolated structure from the Open Molecules 2025 dataset. Energies are from ωB97M-V/def2-TZVPD.

Calculated values
**LUMO energy (spin up / spin down)**: -9.58 / -8.40 eV

Geometry as ORCA input:
```
! wB97M-V def2-TZVPD RIJCOSX def2/J DEFGRID3
* xyz 2 1
Sn 0.603 1.288 -2.524
C 4.179 -1.892 -2.399
C 3.208 -2.005 -1.292
N 3.228 -3.064 -0.506
C 2.419 -3.116 0.539
C 1.549 -2.050 0.944
C 0.772 -2.206 2.230
O 1.024 -3.452 2.815
C 1.422 -0.963 0.098
C 0.562 0.153 0.470
N 0.194 1.103 -0.308
C -0.609 2.173 0.206
C -1.717 1.942 1.012
C -2.473 3.011 1.473
C -2.135 4.309 1.125
C -1.030 4.555 0.319
C -0.279 3.485 -0.132
I 1.469 3.870 -1.239
C 2.229 -0.931 -1.080
O 2.198 0.005 -1.950
H 4.848 -2.747 -2.388
H 4.747 -0.962 -2.319
H 3.653 -1.847 -3.358
H 2.416 -4.029 1.119
H -0.293 -2.119 1.989
H 1.028 -1.376 2.899
H 1.318 -3.358 3.727
H 0.242 0.197 1.509
H -1.991 0.929 1.269
H -3.333 2.824 2.101
H -2.728 5.141 1.479
H -0.760 5.569 0.059
O -2.340 0.272 -2.655
N -3.453 0.092 -2.244
C -3.855 -0.605 -1.231
C -5.238 -0.697 -0.902
N -6.344 -0.751 -0.602
C -2.822 -1.204 -0.429
N -1.908 -1.544 0.176
*
```

***

(4)
Here is C17H12N12SbSe4W as an isolated structure at a distorted geometry from the Open Molecules 2025 dataset. Energies are from ωB97M-V/def2-TZVPD.

Calculated values
**LUMO energy (spin up / spin down)**: 0.82 / 0.82 eV

Geometry as ORCA input:
```
! wB97M-V def2-TZVPD RIJCOSX def2/J DEFGRID3
* xyz -1 1
W -0.397 0.376 -1.073
C 4.313 1.838 -0.019
C 3.673 1.954 1.323
C 2.480 1.519 1.763
C 1.322 0.945 1.115
N 1.053 0.896 -0.200
C 3.481 1.924 -1.273
C 0.221 0.419 1.855
C 0.066 0.169 3.243
C -1.102 -0.378 3.692
C -2.163 -0.681 2.812
C -1.967 -0.415 1.484
N -0.814 0.103 1.041
C -2.959 -0.586 0.397
C -4.257 -1.012 0.601
C -5.119 -1.082 -0.481
C -4.669 -0.696 -1.730
C -3.360 -0.275 -1.863
N -2.519 -0.243 -0.826
H 5.258 2.383 -0.023
H 4.325 2.388 2.071
H 2.337 1.660 2.831
H 2.964 2.651 -1.881
H 0.877 0.394 3.920
H -1.222 -0.584 4.748
H -3.082 -1.107 3.182
H -4.594 -1.286 1.589
H -6.137 -1.421 -0.341
H -5.308 -0.704 -2.601
H -2.969 0.061 -2.815
N 2.482 -2.388 -0.515
C 3.139 -1.193 -0.697
N 3.997 -0.754 0.190
N 4.537 0.363 -0.463
N 3.591 0.634 -1.463
N 2.906 -0.447 -1.821
C 1.110 -2.592 -0.481
N 0.705 -3.816 -0.179
N -0.631 -3.756 -0.177
N -1.029 -2.582 -0.474
N 0.059 -1.770 -0.666
H 2.950 -3.017 0.119
Se -2.648 2.750 -4.689
Sb -0.713 2.685 -3.284
Se -1.403 2.729 -0.827
Se -0.086 0.074 -3.395
Se 1.302 3.871 -3.717
*
```

***

(5)
Here is C17H13BrF9O3ReSbSe4 as an isolated structure at a distorted geometry from the Open Molecules 2025 dataset. Energies are from ωB97M-V/def2-TZVPD.

Calculated values
**LUMO energy (spin up / spin down)**: -7.34 / -7.37 eV

Geometry as ORCA input:
```
! wB97M-V def2-TZVPD RIJCOSX def2/J DEFGRID3
* xyz 1 1
Re 1.194 -1.035 0.946
Se 4.959 -1.822 4.911
Sb 3.341 -0.863 3.556
Se 1.051 -2.020 3.068
Se 3.609 -0.869 1.079
Se 2.543 1.265 4.535
Br -6.241 -2.560 -2.910
C -4.845 -2.134 -1.777
C -4.173 -0.912 -1.929
C -2.948 -0.773 -1.251
C -2.512 -1.678 -0.307
C -3.300 -2.793 -0.035
C -4.450 -3.047 -0.764
C -1.196 -1.469 0.238
O -0.459 -2.405 0.701
O -0.641 -0.318 0.348
H -4.499 -0.162 -2.649
H -2.390 0.132 -1.375
H -2.948 -3.443 0.782
H -4.997 -3.968 -0.683
C -0.269 3.631 0.732
C 0.320 3.310 2.062
C 1.605 4.109 2.295
C -0.769 3.448 3.100
C 0.793 1.902 1.961
C 1.161 0.760 1.724
H -0.582 4.639 0.680
H -1.169 3.002 0.512
H 0.505 3.449 -0.016
H 1.343 5.180 2.257
H 2.334 3.925 1.485
H 2.130 3.829 3.215
H -1.151 4.479 3.162
H -0.418 3.184 4.129
H -1.648 2.766 2.902
F 2.166 0.166 -3.886
C 2.267 -0.059 -2.572
F 3.552 0.035 -2.211
F 1.508 0.860 -1.889
C 1.736 -1.468 -2.178
O 1.644 -1.670 -0.834
C 2.702 -2.554 -2.701
F 3.780 -2.656 -1.896
F 2.116 -3.736 -2.639
F 3.111 -2.319 -3.922
C 0.343 -1.764 -2.887
F -0.458 -0.706 -2.778
F 0.478 -2.142 -4.124
F -0.231 -2.731 -2.163
*
```

***

(6)
Here is C17H13Cl3N5O7RuSe4 as an isolated structure from the Open Molecules 2025 dataset. Energies are from ωB97M-V/def2-TZVPD.

Calculated values
**LUMO energy (spin up / spin down)**: -3.19 / -5.22 eV

Geometry as ORCA input:
```
! wB97M-V def2-TZVPD RIJCOSX def2/J DEFGRID3
* xyz 1 5
Ru -0.655 -0.287 -0.497
C 2.717 2.090 0.303
C 2.160 0.871 -0.368
O 1.335 0.146 0.222
N 2.616 0.578 -1.586
C 2.249 -0.622 -2.315
C 1.095 -0.414 -3.268
C 1.179 -0.839 -4.582
C 0.113 -0.598 -5.436
C -0.986 0.089 -4.954
C -0.992 0.471 -3.625
N 0.012 0.208 -2.781
H 2.150 2.287 1.207
H 2.655 2.954 -0.360
H 3.764 1.927 0.559
H 3.207 1.257 -2.040
H 2.009 -1.391 -1.580
H 3.122 -0.964 -2.868
H 2.072 -1.339 -4.932
H 0.154 -0.924 -6.467
H -1.830 0.323 -5.587
H -1.826 1.023 -3.208
Se -3.044 -0.677 -0.862
Se -6.579 -0.093 0.811
Se -6.107 0.858 -1.134
Se -3.827 1.445 -0.937
Cl -1.185 -5.479 -2.069
C 0.100 -4.825 -1.063
Cl 0.100 -5.527 0.535
Cl 1.667 -4.985 -1.852
C -0.154 -3.372 -0.895
N -0.325 -2.251 -0.758
O -1.761 3.377 1.047
C -1.263 2.281 1.026
O -0.998 1.616 -0.082
C -0.825 1.616 2.314
C -0.815 0.241 2.437
C -0.368 -0.356 3.590
C 0.045 0.376 4.683
C -0.012 1.751 4.547
C -0.436 2.392 3.399
N 0.415 2.581 5.703
O 0.818 1.994 6.682
O 0.326 3.781 5.583
N -0.304 -1.832 3.634
O -0.523 -2.422 2.588
O -0.030 -2.355 4.685
H -1.171 -0.364 1.613
H 0.394 -0.089 5.592
H -0.460 3.471 3.346
*
```

***

no.,molar mass (g mol⁻¹),calculated total energy (eV)
1,563.3,-50991.97715
2,576.4,-42443.13201
3,579.9,-45328.05496
4,1005.8,-305453.16254
5,1140.0,-388526.48590
6,922.6,-341145.92939